Entry from OMol25: the ion CHF3NO3S with charge -1 at a distorted geometry (ωB97M-V with the def2-TZVPD basis set).

As for the energy above the lowest of the compared OMol25 structures with the same formula, charge and spin: 82.7 kJ/mol. The lowest unoccupied orbital energy comes out at 3.97 eV. Its SMILES is O=S(=O)([O-])NC(F)(F)F. The gap between HOMO and LUMO is 9.4579 eV. The electronic energy is -27675.27810 eV. As for the charge: -1.

Last column: natural (NBO) charge in e.
Atoms and positions in Å:
O 1.3387 -0.0662 -1.4946  -1.01
S 1.3752 -0.3211 -0.0269  2.45
O 2.4636 0.2637 0.6654  -1.01
O 1.0012 -1.6769 0.4540  -1.00
N 0.0140 0.7301 0.5705  -0.91
C -1.2576 -0.0316 -0.0482  1.08
F -2.2709 0.9283 0.0167  -0.38
F -1.6872 -0.9328 0.8497  -0.33
F -1.1840 -0.5512 -1.2021  -0.28
H 0.2072 1.6576 0.2156  0.38